Model i:
CH8NO | ωB97M-V/def2-TZVPD

```
11
CH8NO (ωB97M-V/def2-TZVPD)
N -0.338 -0.696 -1.709
H 0.601 -0.858 -2.075
H -0.648 0.264 -1.750
H -0.409 -0.961 -0.695
H -0.961 -1.248 -2.301
C 0.274 0.949 1.448
O 0.240 -0.364 0.852
H 1.239 1.089 1.906
H -0.602 1.105 2.082
H 0.148 1.726 0.701
H 0.455 -1.005 1.540
```

Computed properties:
Net charge   +1
Molecular weight   50.08 g mol⁻¹
Orbital gap   11.43 eV

Model ii:
CH8NO | ωB97M-V/def2-TZVPD

```
11
CH8NO (ωB97M-V/def2-TZVPD)
O 0.685 2.180 0.510
H 0.053 2.910 0.451
H 0.782 -0.242 -0.381
H 1.101 1.876 1.267
C -0.534 -1.870 0.007
N -0.171 -0.520 -0.609
H -1.598 -2.241 -0.279
H -0.680 -1.618 1.106
H 0.268 -2.759 -0.124
H -0.290 -0.688 -1.684
H -0.713 0.181 -0.211
```

Computed properties:
Net charge   +1
Molecular weight   50.08 g mol⁻¹
Orbital gap   12.17 eV

Model iii:
CH8NO | ωB97M-V/def2-TZVPD

```
11
CH8NO (ωB97M-V/def2-TZVPD)
N -1.407 0.402 -1.498
H -1.774 -0.388 -2.044
H -1.300 0.040 -0.513
H -1.964 1.211 -1.516
H -0.429 0.698 -1.589
C 1.466 -0.352 0.913
O 0.160 -0.005 0.861
H 1.878 -0.097 -0.064
H 1.564 -1.475 0.946
H 2.207 0.070 1.581
H -0.406 -0.719 1.322
```

Computed properties:
Net charge   +1
Molecular weight   50.08 g mol⁻¹
Orbital gap   10.72 eV

Least stable = model iii